[1]
{
  "formula": "C25H70O10",
  "method": "ωB97M-V/def2-TZVPD",
  "symbols": ["C", "C", "C", "O", "H", "H", "H", "H", "H", "H", "H", "H", "C", "C", "C", "O", "H", "H", "H", "H", "H", "H", "H", "H", "C", "C", "C", "O", "H", "H", "H", "H", "H", "H", "H", "H", "C", "C", "C", "O", "H", "H", "H", "H", "H", "H", "H", "H", "C", "C", "C", "O", "H", "H", "H", "H", "H", "H", "H", "H", "C", "C", "O", "H", "H", "H", "H", "H", "H", "C", "C", "O", "H", "H", "H", "H", "H", "H", "C", "C", "O", "H", "H", "H", "H", "H", "H", "C", "C", "O", "H", "H", "H", "H", "H", "H", "C", "C", "O", "H", "H", "H", "H", "H", "H"],
  "coordinates": [[-5.0981, -1.3330, 1.2135], [-6.0049, -0.9411, 2.4428], [-6.4344, 0.5655, 2.5718], [-7.2498, -1.7122, 2.2202], [-4.8467, -2.3916, 1.2784], [-4.1317, -0.8305, 1.1724], [-5.5425, -1.1386, 0.2373], [-5.5225, -1.2451, 3.3717], [-5.6152, 1.2846, 2.5729], [-6.9686, 0.6443, 3.5187], [-7.1390, 0.9336, 1.8261], [-7.0105, -2.6227, 2.0323], [-3.6990, -1.9433, -2.9907], [-3.0590, -2.1048, -4.3779], [-1.5946, -2.2896, -4.4272], [-3.4754, -3.3988, -4.8700], [-3.5839, -2.9015, -2.4842], [-4.7549, -1.6825, -3.0630], [-3.1687, -1.2614, -2.3260], [-3.4058, -1.2717, -4.9893], [-1.0197, -1.5857, -3.8254], [-1.2495, -2.3081, -5.4610], [-1.2825, -3.2579, -4.0360], [-3.1488, -3.4644, -5.7704], [2.0522, -3.7244, -4.0793], [2.8502, -2.4312, -3.8496], [3.5636, -1.9675, -5.2055], [1.9636, -1.4354, -3.4393], [1.6861, -4.1079, -3.1269], [2.7386, -4.4759, -4.4694], [1.1603, -3.6384, -4.7000], [3.6289, -2.2953, -3.0991], [4.0359, -0.9944, -5.0707], [2.9343, -1.9326, -6.0948], [4.3938, -2.6039, -5.5119], [1.5749, -1.7233, -2.6100], [4.6425, -0.2000, 3.8289], [3.9502, -1.5624, 3.7965], [3.7375, -2.0764, 5.1970], [2.6391, -1.4007, 3.2323], [5.6616, -0.5208, 4.0447], [4.3486, 0.5212, 4.5916], [4.7564, 0.2673, 2.8507], [4.6302, -2.1850, 3.2151], [3.3047, -1.2596, 5.7745], [4.6974, -2.1159, 5.7119], [3.2210, -3.0307, 5.3001], [2.6056, -0.4982, 2.9066], [0.2986, -1.7936, 0.0280], [-0.2733, -0.4030, -0.0665], [-0.8301, 0.1254, 1.3302], [0.8417, 0.4167, -0.6109], [1.0353, -1.6250, 0.8134], [0.9046, -1.9521, -0.8641], [-0.5835, -2.4221, 0.1506], [-0.9855, -0.4290, -0.8912], [-0.1039, 0.4455, 2.0773], [-1.5852, -0.6254, 1.5636], [-1.3320, 1.0603, 1.0810], [1.4315, 0.5554, 0.1337], [-0.6001, 4.5999, 2.3734], [-1.7705, 5.4586, 2.0619], [-1.7796, 6.6235, 2.8921], [-0.5631, 3.7070, 1.7495], [-0.3684, 4.4106, 3.4216], [0.3256, 5.0760, 2.0500], [-2.6568, 4.8656, 2.2875], [-1.8522, 5.5870, 0.9825], [-2.6521, 7.0193, 2.9524], [-2.2297, 1.4428, -2.8305], [-1.2521, 2.5754, -3.0231], [-0.6895, 2.9068, -1.7718], [-1.8121, 0.5437, -3.2836], [-3.2045, 1.6226, -3.2839], [-2.4028, 1.1825, -1.7862], [-1.8485, 3.4173, -3.3747], [-0.4395, 2.3932, -3.7264], [-0.4016, 2.0308, -1.5047], [3.3654, 3.4015, 2.3189], [2.7694, 2.5440, 1.1572], [3.1000, 1.1496, 1.1674], [2.6750, 3.5107, 3.1553], [3.5359, 4.3950, 1.9042], [4.3830, 3.1717, 2.6348], [3.3765, 2.7672, 0.2799], [1.7401, 2.6732, 0.8225], [3.8859, 0.9472, 0.6547], [2.6703, 2.1203, -3.1889], [3.2022, 3.4430, -3.7116], [3.7647, 4.0439, -2.5305], [1.9224, 2.2358, -2.4044], [3.4402, 1.5100, -2.7168], [2.0423, 1.6239, -3.9288], [2.3570, 3.9711, -4.1531], [3.8527, 3.3155, -4.5768], [3.0764, 4.7052, -2.4279], [-0.6422, -3.8634, 5.1180], [-0.5926, -2.7038, 4.0778], [0.3574, -3.0608, 3.0842], [-1.1926, -3.5244, 5.9956], [0.3400, -4.1042, 5.5247], [-1.2098, -4.6490, 4.6193], [-0.2526, -1.7408, 4.4588], [-1.5301, -2.4966, 3.5617], [1.1706, -2.5538, 3.1423]],
  "forces_ev_per_a": [[0.158, 0.578, 0.807], [-0.810, 0.101, -2.362], [-0.061, -0.950, 0.192], [0.751, 1.069, 0.781], [-0.178, -0.157, -0.005], [0.073, 0.279, 0.380], [-0.469, 0.002, 0.230], [-0.018, -0.085, 0.029], [0.302, -0.346, 0.133], [0.088, 0.124, 0.111], [0.061, -0.549, -0.348], [0.136, -0.064, 0.031], [0.668, -0.692, -0.031], [-0.592, -1.017, 0.728], [1.936, 0.570, 0.728], [-1.553, 0.418, -0.279], [-0.317, -0.214, -0.019], [0.102, -0.021, 0.047], [-0.051, 0.444, -0.367], [0.022, -0.090, -0.407], [0.141, 0.460, -0.371], [0.161, 0.403, -0.059], [-0.454, -0.157, 0.216], [-0.049, -0.135, -0.134], [1.268, -0.452, 1.070], [0.385, 0.776, -2.482], [-0.212, -0.091, 0.829], [-1.169, 1.348, -0.307], [0.016, -0.075, 0.215], [-0.220, -0.216, -0.192], [0.388, 0.535, -0.302], [0.450, -1.722, 0.128], [-0.300, 0.193, 0.124], [-0.490, 0.106, 0.296], [-0.032, -0.472, 0.453], [-0.081, 0.160, 0.092], [1.523, -0.830, -0.003], [-0.792, 1.375, 0.463], [1.079, 0.552, 0.741], [0.190, -0.351, -0.397], [0.393, 0.498, 0.393], [-0.401, -0.161, -0.085], [-0.537, 0.012, 0.012], [-0.570, -0.483, -0.361], [-0.882, -0.243, -0.077], [0.349, -0.635, -0.154], [-0.099, 0.235, -0.148], [-0.163, 0.111, -0.410], [0.037, 1.427, 0.151], [1.787, 0.884, -0.063], [-0.318, 0.283, -3.059], [-1.723, 0.040, 0.423], [-0.215, -1.365, 0.565], [-0.513, -0.486, -0.131], [0.831, -0.858, 0.457], [-0.560, 0.573, 0.377], [0.234, -0.955, 0.054], [0.192, 0.183, 0.919], [-0.409, 0.063, 0.087], [0.597, 0.120, 0.161], [2.123, 0.186, -0.388], [-1.442, -0.660, 0.754], [0.619, -0.050, -0.488], [-0.539, -0.321, 0.309], [-0.765, -0.287, 0.091], [0.122, 0.529, -0.155], [-0.340, -0.057, 0.193], [0.321, 0.825, -0.107], [-0.074, -0.205, -0.246], [-0.029, -1.290, -0.758], [-0.891, 0.974, 0.207], [0.207, 0.139, 0.045], [-0.194, -0.227, -0.088], [0.038, 0.023, -0.059], [0.060, 0.387, 0.122], [0.426, 0.380, -0.019], [-0.188, -0.304, -0.298], [0.765, -0.053, 0.954], [-1.019, 0.185, -0.802], [3.055, 0.241, -1.395], [-1.162, -1.513, 1.494], [0.250, -0.158, 0.170], [-0.476, 0.251, -0.071], [-0.238, -0.862, 0.043], [-0.440, 1.417, -0.261], [-0.141, 0.115, 0.799], [-0.087, 0.370, -0.036], [-0.954, -0.293, -0.294], [-0.685, -1.872, 0.546], [-0.327, 1.104, -1.395], [0.124, 0.702, 0.292], [0.091, -0.240, -0.587], [0.652, -0.659, -0.376], [-0.106, 0.630, 0.413], [0.786, 0.030, 0.481], [0.413, 0.535, 0.993], [-0.950, 1.788, -0.288], [1.622, -0.242, 0.117], [-0.479, -0.695, -0.773], [-0.422, -0.080, 0.028], [0.043, -0.324, -0.654], [0.520, -0.462, 0.392], [-0.208, 0.035, 0.700], [-0.326, -0.382, 0.244], [0.163, 0.343, 0.281]],
  "e_homo_ev": -9.61,
  "multiplicity": 1,
  "e_tot_ha": -1746.7010,
  "relative_energy_kcal_mol": 91.63,
  "homo_lumo_gap_ha": 0.3685
}


[2]
{
  "formula": "C14H25BiClIN2OP2",
  "method": "ωB97M-V/def2-TZVPD",
  "symbols": ["C", "C", "H", "H", "H", "O", "I", "Bi", "P", "C", "C", "H", "H", "H", "H", "H", "H", "C", "H", "H", "H", "P", "C", "C", "H", "H", "H", "C", "H", "H", "H", "H", "H", "H", "Cl", "N", "C", "C", "C", "C", "C", "N", "C", "H", "H", "H", "H"],
  "coordinates": [[3.1171, -0.6266, -0.5144], [2.0326, -0.7688, 0.5010], [3.9892, -1.3260, -0.3869], [3.5918, 0.3610, -0.4853], [2.8155, -0.8103, -1.5640], [1.7852, -1.6051, 1.2430], [-2.1741, 1.1509, 1.3264], [1.1422, 1.6087, -2.3757], [-0.4304, -1.0782, -2.9169], [-1.5311, -2.4371, -2.2513], [-1.4095, -0.4782, -4.3245], [-1.4465, -1.3544, -5.0000], [0.6625, -2.6629, -4.5187], [-0.9298, 0.3914, -4.8097], [1.6029, -1.1766, -4.1152], [-2.5079, -1.9512, -2.0099], [-2.4081, -0.2749, -3.9098], [0.9934, -1.9827, -3.6830], [-1.6791, -3.2184, -3.0439], [1.4210, -2.5491, -2.8304], [-1.0461, -2.9636, -1.4023], [1.1797, 2.3975, 1.0465], [0.5518, 1.9853, 2.7727], [2.9556, 2.4224, 1.5697], [1.2671, 4.7641, 0.2432], [1.4519, 4.5071, 2.0618], [-0.1831, 4.3002, 1.2812], [0.8972, 4.2205, 1.1377], [3.5093, 2.7639, 0.6827], [3.0994, 3.1982, 2.3785], [0.8336, 2.8714, 3.3824], [1.1071, 1.1110, 3.1760], [3.1710, 1.4146, 1.9711], [-0.5618, 1.8879, 2.7879], [2.6002, 2.8806, -3.8074], [-5.9675, -1.1517, 1.9040], [-4.7927, -1.3164, 1.8630], [-3.4191, -1.4298, 2.0769], [-2.7246, -1.9167, 3.1891], [-1.3580, -1.9217, 3.1200], [-0.6614, -1.2416, 2.1285], [-1.2842, -0.5462, 1.1757], [-2.6129, -0.8862, 1.0305], [-3.3469, -2.3101, 4.0036], [-0.7583, -2.3485, 3.8891], [0.3909, -1.1828, 2.0369], [-2.9350, -0.7207, -0.0298]],
  "forces_ev_per_a": [[2.019, -0.419, -0.764], [0.625, 2.570, -2.595], [-0.888, 0.245, 0.245], [-0.420, 0.083, 0.189], [-0.495, 0.018, 0.487], [0.636, -2.750, 1.555], [-1.935, 6.249, 0.111], [-0.111, 0.308, -0.212], [0.170, -0.732, 0.526], [0.212, -0.086, -0.656], [0.159, -0.624, 0.064], [-0.269, 0.702, -0.064], [0.364, 0.560, 0.946], [-0.489, -0.417, 0.128], [0.425, -0.576, 0.218], [0.702, -0.695, 0.042], [0.234, 0.242, -0.553], [-1.214, -0.118, -0.118], [-0.069, 0.762, 0.581], [0.341, 0.298, -0.854], [-0.487, 0.563, -0.281], [0.477, 0.221, 1.222], [0.099, 0.606, -0.031], [-0.465, 0.487, 0.191], [-0.381, -0.255, 0.641], [-0.618, 0.319, -0.783], [0.108, 0.663, -0.102], [0.329, -0.502, 0.153], [0.414, -0.535, 0.445], [-0.141, -0.943, -0.771], [-0.240, -0.624, -0.128], [-0.668, 0.384, -0.245], [0.539, 0.577, -0.463], [1.693, 0.063, 0.738], [0.048, -0.188, 0.202], [4.065, -0.545, -0.517], [-5.415, 0.309, 1.104], [2.217, -0.649, -0.281], [-3.219, 0.203, -0.874], [2.439, 0.760, -0.713], [-0.343, -0.440, 2.966], [0.691, -4.017, -1.806], [-1.995, -0.680, -2.325], [0.690, 0.100, -0.121], [0.222, -0.588, 0.409], [0.230, -0.014, 0.943], [-0.289, -0.893, 1.151]],
  "e_homo_ev": [-13.41, -13.77],
  "multiplicity": 1,
  "total_charge": 2,
  "e_tot_ha": -2387.5110,
  "relative_energy_kcal_mol": 29.96,
  "homo_lumo_gap_ha": [0.1656, 0.1848]
}


[3]
{
  "formula": "C23H24CsI2N6OS",
  "method": "ωB97M-V/def2-TZVPD",
  "symbols": ["Cs", "I", "C", "C", "C", "I", "C", "O", "C", "C", "N", "C", "C", "C", "C", "C", "C", "N", "C", "H", "H", "H", "H", "H", "H", "H", "H", "H", "H", "H", "C", "C", "N", "C", "S", "N", "N", "C", "C", "C", "C", "C", "C", "C", "N", "H", "H", "H", "H", "H", "H", "H", "H", "H", "H", "H", "H", "H"],
  "coordinates": [[0.1074, -1.0998, 0.4656], [-4.2866, -0.1701, 7.5871], [-3.2852, -0.6872, 5.8392], [-3.3828, -1.9786, 5.3371], [-2.7115, -2.3007, 4.1712], [-2.8694, -4.2390, 3.4275], [-1.9117, -1.3774, 3.4302], [-1.2989, -1.6778, 2.3553], [-1.8453, -0.0608, 3.9959], [-1.0370, 1.0098, 3.3110], [-1.6823, 1.4923, 2.0825], [-1.2152, 2.8030, 1.6784], [-1.5220, 3.0951, 0.2297], [-2.2189, 4.2339, -0.1500], [-2.4262, 4.4795, -1.4988], [-1.9220, 3.5830, -2.4225], [-1.2359, 2.4702, -1.9498], [-1.0469, 2.2173, -0.6578], [-2.5169, 0.2553, 5.1675], [-3.9753, -2.7283, 5.8439], [-0.0409, 0.6494, 3.0313], [-0.8824, 1.8232, 4.0350], [-2.6857, 1.4771, 2.2099], [-0.1274, 2.8132, 1.7895], [-1.6008, 3.6192, 2.3072], [-2.5924, 4.9115, 0.6077], [-2.9703, 5.3593, -1.8207], [-2.0483, 3.7320, -3.4871], [-0.8170, 1.7478, -2.6422], [-2.4310, 1.2625, 5.5612], [5.3253, -2.7660, 1.6927], [5.6403, -1.5431, 0.8438], [4.9513, -1.5397, -0.4288], [3.6787, -1.0236, -0.6178], [3.0746, 0.1406, 0.5087], [3.1701, -1.4897, -1.7567], [1.8765, -1.1676, -2.0461], [1.5671, -1.2056, -3.2925], [2.5383, -1.4621, -4.4079], [0.1336, -0.9563, -3.6570], [-0.2161, -0.7546, -4.9963], [-1.5364, -0.5127, -5.3373], [-2.4962, -0.4794, -4.3412], [-2.0678, -0.6925, -3.0387], [-0.8056, -0.9255, -2.6995], [5.8626, -2.7320, 2.6444], [5.6066, -3.6928, 1.1851], [4.2566, -2.8114, 1.9091], [6.7172, -1.4624, 0.6680], [5.3346, -0.6384, 1.3636], [5.0948, -2.3362, -1.0330], [3.5023, -1.7270, -3.9865], [2.6664, -0.5733, -5.0345], [2.1940, -2.2672, -5.0642], [0.5421, -0.7796, -5.7651], [-1.8099, -0.3530, -6.3738], [-3.5408, -0.2951, -4.5540], [-2.7814, -0.6693, -2.2194]],
  "forces_ev_per_a": [[0.615, 0.454, -1.769], [-0.097, 0.050, 0.176], [0.102, -0.123, -0.218], [0.076, 0.081, -0.098], [-0.052, 0.169, 0.110], [0.024, -0.105, -0.083], [0.011, -0.086, -0.123], [-1.351, -0.418, 2.045], [-0.036, 0.067, 0.166], [-0.065, -0.052, -0.034], [0.052, -0.136, 0.143], [0.009, -0.066, -0.056], [0.106, -0.144, 0.027], [-0.057, 0.031, 0.005], [-0.026, 0.036, 0.005], [0.032, -0.034, -0.021], [-0.004, -0.041, 0.123], [0.012, 0.104, -0.196], [0.055, -0.021, -0.122], [0.005, 0.016, 0.012], [-0.016, -0.102, 0.095], [-0.025, 0.080, -0.022], [-0.053, 0.064, -0.031], [0.029, -0.036, -0.039], [-0.023, 0.028, 0.041], [0.004, 0.008, -0.016], [0.000, -0.003, 0.006], [0.002, 0.000, 0.020], [0.005, 0.009, 0.024], [-0.011, -0.012, 0.013], [-0.024, -0.089, 0.113], [-0.020, 0.083, -0.103], [-0.154, 0.009, 0.133], [0.049, 0.066, -0.065], [0.400, -0.134, -0.407], [-0.249, 0.195, 0.260], [0.624, 0.141, -0.061], [-0.707, 0.033, -0.038], [0.054, -0.034, -0.135], [0.345, -0.023, 0.068], [-0.076, 0.049, -0.131], [0.085, -0.014, -0.046], [-0.021, 0.012, 0.068], [0.082, -0.039, 0.043], [0.082, -0.071, 0.097], [-0.003, 0.013, -0.020], [0.009, 0.030, -0.029], [0.007, 0.043, -0.018], [0.013, -0.092, -0.063], [-0.021, 0.016, 0.039], [0.145, 0.007, -0.003], [0.000, -0.008, 0.014], [0.011, 0.004, 0.054], [-0.001, -0.005, 0.046], [-0.007, 0.005, 0.002], [0.012, 0.000, 0.009], [0.015, -0.005, -0.005], [0.026, -0.011, -0.003]],
  "e_homo_ev": -4.44,
  "multiplicity": 1,
  "total_charge": -1,
  "e_tot_ha": -2308.4204,
  "relative_energy_kcal_mol": 18.44,
  "homo_lumo_gap_ha": 0.2391
}